[1]
16
Properties=species:S:1:pos:R:3:forces:R:3 method="wB97M-V/def2-TZVPD" orbital_gap_ev="14.024 / 3.758" energy_ha=-159.1212 multiplicity=2 charge=+1
H -2.183 -1.730 0.471 -1.59 0.05 -1.08
H 0.673 -1.746 -0.152 -0.67 -0.12 0.26
H -0.484 -2.937 -0.801 -0.66 0.46 -0.45
C 0.571 1.655 0.208 2.03 -0.13 -2.66
H 0.803 2.283 1.039 0.03 0.87 0.59
C 0.717 2.420 -1.147 -0.43 -1.87 0.13
H 0.327 -3.212 0.637 0.65 -0.65 1.23
H 0.276 1.896 -2.046 0.11 -0.38 0.80
H -0.425 1.210 0.527 0.79 -0.39 -0.58
H 1.755 2.432 -1.539 0.14 -0.11 0.30
C -0.218 -2.461 0.131 -0.51 1.55 0.30
H 0.383 3.406 -1.248 -0.54 1.62 0.66
H -1.310 -1.948 1.964 0.49 -0.02 0.62
H 1.482 0.921 0.042 -2.18 0.18 0.78
C -1.252 -1.617 0.939 2.01 -3.03 -1.02
H -1.114 -0.569 0.976 0.33 1.97 0.11



[2]
21
Properties=species:S:1:pos:R:3:forces:R:3 method="wB97M-V/def2-TZVPD" orbital_gap_ev=8.103 energy_ha=-366.3298 smiles="C=CC(N)=C(C)C.O"
H -1.345 0.165 -2.120 -1.00 -0.83 -0.18
H 0.123 -0.418 2.426 -0.61 0.19 1.37
N 0.582 -0.261 1.578 1.17 -0.57 2.19
H 2.361 -0.306 -0.356 0.72 0.19 0.63
H 0.034 -2.157 0.959 0.33 -0.54 -0.19
H -0.800 1.750 -1.670 -0.73 0.50 -0.18
C 0.292 0.317 -0.693 1.39 -1.10 0.59
H 1.409 -0.799 1.505 0.67 -0.12 -0.77
C -0.493 0.741 -1.882 0.83 1.85 -0.03
H -0.653 2.632 0.709 0.05 0.59 0.04
H 0.670 -3.533 1.300 -0.04 -0.21 0.38
C -0.080 0.400 0.628 -1.50 -1.85 -4.34
H -2.256 0.031 1.214 0.35 0.53 -0.18
H 1.506 -1.519 -1.266 -0.41 1.06 0.37
H -2.515 2.593 1.114 0.37 0.36 0.03
C -1.485 0.778 0.971 1.74 1.17 0.03
O 0.465 -2.946 0.577 -0.32 0.38 -0.29
H 2.023 -0.036 -2.077 -0.62 -0.10 1.34
C -1.551 2.107 0.964 -2.24 -0.59 0.25
C 1.591 -0.404 -1.086 -0.06 -0.49 -1.55
H 0.121 0.865 -2.792 -0.09 -0.44 0.48



[3]
14
Properties=species:S:1:pos:R:3:forces:R:3 method="wB97M-V/def2-TZVPD" orbital_gap_ev="9.937 / 5.190" energy_ha=-361.4860 multiplicity=2 charge=+1
H -1.930 -0.814 2.081 -0.20 -0.04 -0.22
H 0.953 -1.136 -0.323 -0.08 0.17 0.56
C 0.817 -0.178 -0.812 0.13 -1.22 -1.85
H -0.258 -0.312 1.925 0.07 -0.21 -0.03
H 1.041 -0.427 -1.867 -0.22 -0.02 0.16
H -0.859 0.875 -1.583 0.08 0.00 -0.13
C -1.107 -0.739 1.379 0.28 1.29 0.22
O 2.772 0.518 0.267 -0.02 0.26 -0.11
O -2.469 0.836 0.261 -0.48 0.53 0.21
H 1.916 1.721 -1.125 0.05 0.17 0.13
C -1.369 0.268 0.235 0.97 -2.14 -0.83
H -0.850 -1.678 0.904 -0.09 -0.16 0.00
N -0.567 0.259 -0.833 -0.74 1.21 1.17
C 1.911 0.805 -0.510 0.27 0.16 0.71



[4]
117
Properties=species:S:1:pos:R:3:forces:R:3 method="wB97M-V/def2-TZVPD" orbital_gap_ev="7.427 / 3.792" energy_ha=-2114.2934 multiplicity=6 charge=+1
H -0.498 0.966 -5.573 0.07 0.00 -0.19
C -5.165 5.340 -2.051 -0.12 -0.17 0.11
C 2.803 -1.251 4.285 -0.93 -0.45 1.52
C 4.201 -1.449 0.976 -0.29 0.08 -0.01
H 4.283 0.839 -3.144 0.03 -0.01 0.02
C 3.382 0.463 -3.633 -0.22 0.23 0.02
H 2.627 -3.533 -0.683 -0.09 -0.10 0.10
H 3.378 0.794 -4.671 0.00 0.06 -0.02
N -1.845 -1.705 -0.884 0.29 0.13 0.26
H 2.580 -1.405 8.308 0.00 -0.03 0.07
C 1.861 -3.516 -1.460 -0.04 0.20 0.25
O 2.165 -0.889 -1.683 -0.43 0.42 0.62
H -6.407 2.114 -2.189 -0.02 -0.13 0.01
O 1.692 0.143 1.131 0.29 -0.54 0.66
C -1.983 -1.720 -2.341 0.00 0.14 -0.25
H -0.118 4.195 -3.689 0.01 0.14 0.00
H -0.930 -2.540 2.712 -0.10 -0.08 -0.07
H 2.513 0.858 -3.115 0.02 0.10 -0.11
C -3.329 2.791 -0.405 -0.49 0.24 -0.38
H -2.223 4.159 -5.107 -0.09 0.13 0.01
H -6.131 5.840 -2.049 -0.12 0.12 -0.03
N -1.248 0.379 1.198 0.48 -0.32 -0.43
H -1.236 -2.384 -2.771 0.05 -0.06 -0.02
H -3.779 2.975 0.559 -0.10 -0.01 0.14
H 2.281 0.024 7.316 0.01 0.12 0.04
C -3.971 3.216 -1.563 0.23 -0.19 0.33
H 1.296 -4.163 -3.919 0.04 0.06 -0.03
H -2.962 2.608 -5.553 -0.14 -0.01 -0.03
H 0.638 3.150 -4.897 0.11 0.03 -0.16
H -4.490 5.891 -1.400 0.08 0.07 0.05
H -0.361 0.487 -3.883 0.03 -0.10 0.02
H 0.793 -2.872 2.544 0.08 -0.13 0.01
H 4.600 -2.631 -3.907 0.00 0.04 -0.05
H 1.436 -3.878 5.712 -0.06 -0.12 -0.03
H -7.248 3.631 -2.518 -0.15 0.04 -0.04
H -0.182 1.258 2.770 -0.16 0.01 -0.03
H -2.937 -3.516 -0.831 0.02 0.07 0.03
C 0.438 -0.937 4.371 -0.86 0.57 -0.91
C -2.028 -3.077 -0.402 0.08 -0.11 0.09
C 4.428 -1.630 -4.296 0.14 -0.17 -0.14
C -1.444 1.914 -1.688 -2.34 1.18 0.47
H -1.182 -3.695 -0.693 0.08 -0.04 -0.02
H 0.298 -2.228 8.077 0.02 -0.02 0.05
H 2.076 -3.741 7.353 -0.01 -0.03 0.10
C 5.405 -1.076 3.113 -0.25 0.09 -0.06
C -2.109 2.146 -0.444 0.91 -0.29 -0.63
C -5.329 3.892 -1.562 -0.20 0.15 -0.08
H -1.521 0.235 3.276 0.02 0.00 0.01
C 1.622 -1.836 6.422 -0.05 -0.19 0.33
C 0.061 3.161 -3.975 -0.11 -0.09 -0.04
C -2.870 -0.829 -0.293 0.00 0.27 0.17
N 2.402 -2.917 -2.665 -0.10 0.24 0.16
C 4.435 0.873 1.891 -0.24 0.10 0.00
N 3.332 -0.984 -3.606 -0.08 -0.03 0.25
H 6.329 -0.942 2.554 0.02 0.03 -0.05
C -2.520 -0.349 1.118 -0.27 -0.20 -0.32
C 2.611 -1.571 -2.620 0.10 -0.33 -0.52
H -0.481 -0.819 4.917 -0.15 0.05 0.18
H -2.987 0.040 -0.939 -0.04 -0.11 -0.01
H 3.038 -4.474 -3.928 -0.02 0.02 -0.09
H 2.379 -3.046 -4.754 -0.01 -0.02 0.00
H -0.124 -0.783 7.169 -0.13 0.12 0.04
H 5.162 -1.386 0.468 0.12 0.02 0.04
H 4.237 -1.679 -5.370 0.07 -0.07 0.01
H -0.478 -2.390 6.507 -0.16 -0.07 -0.01
C -1.402 1.812 0.843 -0.05 0.52 -0.27
H 5.356 0.993 1.326 0.13 -0.06 0.01
H 5.317 -2.132 3.360 0.04 -0.12 0.07
H 3.103 -3.371 5.969 0.12 -0.04 -0.02
C -1.274 2.430 -4.185 0.12 -0.10 -0.13
C 1.603 -1.314 4.997 2.02 -0.34 0.19
C 4.223 -0.602 2.259 0.29 -0.11 0.06
H 5.336 -1.041 -4.139 -0.04 -0.07 -0.01
H -4.769 5.371 -3.063 0.06 0.03 -0.12
C -1.000 0.980 -4.609 0.05 0.14 0.01
C 0.354 -0.788 2.893 -0.04 -0.08 -0.56
C 2.887 -0.738 2.973 0.86 0.52 -1.05
H -1.830 -0.722 -2.735 0.02 0.10 -0.02
H 3.707 -1.548 4.777 0.18 -0.08 0.09
C -2.041 2.468 -2.873 0.48 -0.49 0.53
H -1.411 3.079 -6.228 0.08 0.00 -0.11
C -0.689 0.313 2.565 0.26 0.01 0.11
Ir 0.264 -0.409 -0.454 -1.14 0.90 -0.70
C 2.092 -3.299 6.359 -0.03 0.10 -0.03
H 0.639 2.679 -3.192 0.07 0.01 0.03
H -0.388 2.221 0.781 -0.05 -0.05 0.18
H -0.067 -2.089 1.204 -0.12 -0.20 0.14
H 3.605 -1.069 6.917 0.13 0.01 -0.02
H -3.342 0.296 1.458 0.05 -0.06 0.06
H -2.465 -1.201 1.793 -0.03 -0.01 0.04
C -3.284 3.050 -2.769 -0.18 0.08 0.33
H 1.539 -4.531 -1.676 0.03 -0.01 0.01
H -2.119 -3.096 0.679 0.04 -0.01 0.09
C 1.717 -0.400 2.290 -1.26 0.39 -0.51
H -6.121 2.914 0.214 0.01 -0.11 0.10
H 3.430 -1.085 0.300 0.07 -0.10 -0.07
C 0.004 -2.167 2.294 0.00 0.04 0.16
C 0.239 -1.804 7.077 0.21 0.04 -0.17
H 5.487 -0.500 4.032 0.07 0.04 0.14
H 3.608 1.227 1.282 0.10 0.12 -0.02
H 1.012 -2.924 -1.085 0.08 -0.29 -0.06
C -2.025 3.114 -5.331 0.15 -0.11 0.22
H -5.900 3.139 -3.532 0.03 -0.03 -0.14
C 2.281 -3.687 -3.884 0.02 -0.17 -0.23
H -3.751 3.415 -3.666 -0.07 0.11 -0.19
H -2.979 -2.070 -2.644 0.02 -0.03 0.06
C -6.276 3.144 -2.513 0.08 0.12 0.16
H 4.007 -2.492 1.220 0.01 -0.17 -0.03
H -1.935 0.431 -4.709 -0.10 -0.10 -0.04
H 4.495 1.479 2.792 0.06 0.13 0.08
H -5.407 4.508 0.531 0.08 0.03 0.12
C -5.986 3.920 -0.178 0.13 0.01 -0.25
C 2.587 -1.019 7.290 -0.09 -0.01 -0.16
H -1.939 2.316 1.658 0.07 -0.03 0.01
H -6.968 4.380 -0.259 -0.09 0.04 0.01
O -0.361 1.227 -1.756 2.20 -1.62 0.50
H -3.835 -1.353 -0.248 0.03 0.01 -0.05



[5]
14
Properties=species:S:1:pos:R:3:forces:R:3 method="wB97M-V/def2-TZVPD" orbital_gap_ev=9.603 energy_ha=-307.5622
C -1.292 0.401 -0.491 0.01 0.16 -0.09
O 1.804 -0.593 0.506 0.02 -0.22 0.04
H 1.044 0.906 1.460 -0.12 0.16 0.04
H 0.408 -1.007 0.615 0.05 0.10 -0.03
H -1.389 0.216 -1.557 0.03 0.02 0.18
C 1.353 0.146 -0.558 -0.18 0.22 -0.21
H -2.109 0.969 -0.052 0.14 -0.08 -0.05
C 0.031 0.662 -0.007 0.00 -0.03 -0.14
O 0.187 1.303 1.140 0.12 -0.04 0.05
H -0.962 -1.773 -0.329 0.04 0.14 0.08
H -1.383 -0.944 1.258 0.09 0.01 -0.16
C -0.853 -0.895 0.308 -0.14 -0.35 0.09
H 1.177 -0.409 -1.501 0.03 0.02 0.17
H 1.983 1.021 -0.794 -0.08 -0.11 0.02



[6]
12
Properties=species:S:1:pos:R:3:forces:R:3 method="wB97M-V/def2-TZVPD" orbital_gap_ev=10.113 energy_ha=-319.5943
H -1.293 1.760 0.723 0.24 0.28 0.03
N 0.057 1.389 -0.750 -0.89 -0.17 -0.13
C -0.422 -0.086 1.228 0.49 0.79 0.79
C -0.582 1.053 0.292 -0.41 0.18 -0.81
C 0.566 -1.158 1.185 0.75 -0.40 0.25
H 0.228 -1.479 -2.141 0.40 -0.12 -0.11
N 0.104 -0.876 -1.339 -0.22 0.30 -0.49
N 1.380 -1.950 1.409 -0.87 0.73 -0.38
H -1.355 -0.429 1.696 0.32 0.39 -0.07
C 0.430 0.325 -1.585 0.06 -0.41 -0.38
H 0.059 0.763 1.812 -0.23 -1.40 1.33
H 0.827 0.687 -2.530 0.33 -0.15 -0.02